No. 1
2
Properties=species:S:1:pos:R:3:forces:R:3 method="wB97M-V/def2-TZVPD" fmax_ev_per_a=14.82 spin_multiplicity=2 lumo_energy_ev="-6.016 / -9.161" charge=+1 orbital_gap_ha="0.367 / 0.240" de_lowest_ev=2.929 homo_energy_ev="-16.0 / -15.7"
Ag -8.016 7.256 -9.355 -4.7 5.0 13.1
I -7.366 6.569 -11.171 4.7 -5.0 -13.1

***

No. 2
33
Properties=species:S:1:pos:R:3:forces:R:3 method="wB97M-V/def2-TZVPD" fmax_ev_per_a=14.38 lumo_energy_ev=-12.587 charge=+2 orbital_gap_ha=0.171 de_lowest_ev=11.371 homo_energy_ev=-17.2
Al -1.287 1.573 0.820 2.1 -4.9 -3.6
B 0.130 -0.200 0.205 -2.6 3.5 1.2
H 0.800 0.519 -0.241 -4.7 5.7 0.4
H -0.835 -0.183 -0.277 -0.6 1.6 0.6
H 0.548 -1.184 0.057 1.1 -2.4 -0.4
H 0.130 0.004 1.264 -0.3 0.6 1.9
O 1.862 1.761 -1.669 -0.1 1.6 -1.3
H 1.505 0.886 -1.819 1.1 -0.7 -1.1
H 2.372 1.677 -0.864 1.5 -0.5 -0.2
O 1.973 -1.123 1.270 1.7 -1.5 4.3
H 1.386 -0.463 0.900 1.7 -0.6 2.6
H 1.471 -1.518 1.983 0.3 -0.5 0.5
O 2.239 -0.261 -0.681 6.0 -1.1 -3.9
H 2.530 -0.909 -0.039 1.3 -0.6 -1.0
H 1.388 0.032 -0.357 4.8 -2.9 -1.7
O 0.138 2.592 -0.564 -5.0 1.7 4.6
H 0.807 1.939 -0.772 1.8 -0.7 -1.2
H 0.083 3.137 -1.349 -0.4 0.9 -0.4
O -1.714 0.896 -1.188 -2.2 2.9 -0.9
H -2.424 0.262 -1.296 -0.5 -0.3 -0.1
H -1.415 1.075 -2.079 0.4 0.6 -0.7
O -2.233 -0.389 0.617 -7.6 11.6 3.8
H -1.845 -1.245 0.434 -1.4 -1.5 0.8
H -3.177 -0.534 0.545 -1.0 0.0 0.5
O -0.597 0.589 2.648 -1.3 2.2 1.1
H -1.010 -0.168 3.063 -1.0 -0.5 0.2
H 0.091 0.852 3.258 0.6 0.7 0.6
O -0.361 -1.168 -1.918 -0.4 -0.8 -3.1
H 0.564 -1.283 -2.134 0.4 -0.4 -0.4
H -0.356 -0.692 -1.087 0.3 -0.6 -2.3
O -1.300 -2.076 0.379 3.4 -10.9 -0.4
H -0.551 -1.521 0.160 1.4 -1.2 -0.4
H -0.910 -2.877 0.730 -0.6 -0.8 0.2

***

> The lowest charge belongs to which entry?

AgI

***

What did the first record say?
2
Properties=species:S:1:pos:R:3:forces:R:3 method="wB97M-V/def2-TZVPD" fmax_ev_per_a=14.82 spin_multiplicity=2 lumo_energy_ev="-6.016 / -9.161" charge=+1 orbital_gap_ha="0.367 / 0.240" de_lowest_ev=2.929 homo_energy_ev="-16.0 / -15.7"
Ag -8.016 7.256 -9.355 -4.7 5.0 13.1
I -7.366 6.569 -11.171 4.7 -5.0 -13.1

***

> The lowest charge belongs to which entry?

AgI